Molecular formula: C41H34N2O3P2PdS2
Method: DFT, ωB97M-V/def2-TZVPD

XYZ file:
```
85
Properties=species:S:1:pos:R:3:forces:R:3
Pd 0.235317 -1.054958 0.361675 0.79 0.49 -0.42
C -1.501696 4.677531 4.219181 0.00 0.00 0.00
C -2.045235 3.405329 4.340771 -0.03 -0.01 -0.02
C -1.545818 2.360346 3.576563 -0.03 0.01 -0.03
C -0.487889 2.574431 2.694596 0.16 0.04 -0.07
C 0.041885 3.858463 2.565681 -0.09 -0.04 0.05
C -0.462979 4.905332 3.327324 0.00 -0.03 -0.06
P 0.192832 1.092609 1.849433 -0.33 0.29 0.21
C 1.256559 1.813260 0.544371 -0.36 0.07 0.12
C 0.660788 2.217715 -0.659038 0.16 0.09 0.02
C 1.427982 2.546057 -1.783723 -0.32 0.05 0.00
C 2.761327 2.276818 -1.765276 0.35 -0.40 0.00
C 3.365369 1.653395 -0.623896 -0.27 2.74 0.41
C 2.617608 1.700739 0.587187 0.33 -0.57 -0.25
C 1.412652 0.521074 3.079298 0.02 -0.10 -0.04
C 1.753152 1.234422 4.197783 0.05 0.00 -0.03
C 2.701514 0.728758 5.114940 -0.01 0.06 0.05
C 3.285067 -0.483359 4.901826 0.02 0.00 0.00
C 2.935926 -1.273161 3.776682 -0.10 0.04 -0.06
C 3.488600 -2.559211 3.579768 0.08 0.02 0.02
C 3.089439 -3.325535 2.523016 -0.02 -0.05 -0.05
C 2.135844 -2.840655 1.602561 0.06 0.05 0.15
C 1.593391 -1.589178 1.743308 -0.21 0.14 -0.11
C 1.979546 -0.773368 2.846949 -0.01 -0.09 0.06
H -1.889048 5.492002 4.818454 0.00 -0.01 -0.01
H -2.861166 3.229624 5.030541 0.01 -0.01 -0.01
H -1.966870 1.363999 3.665336 -0.01 0.02 0.03
H 0.859045 4.036796 1.877087 0.02 0.02 0.03
H -0.038742 5.897483 3.232815 -0.01 -0.02 -0.02
H -0.418337 2.321444 -0.701137 0.03 -0.06 -0.05
H 0.952734 2.961813 -2.663242 -0.02 -0.02 0.02
H 3.368702 2.444699 -2.646294 -0.02 0.02 -0.01
H 4.409625 1.939157 -0.505419 0.20 -0.58 -0.10
H 3.104574 1.419045 1.512687 0.01 0.02 0.01
H 1.293691 2.194356 4.396557 0.02 0.00 -0.03
H 2.954637 1.312780 5.991514 0.00 -0.02 -0.02
H 4.011750 -0.873963 5.605699 -0.02 -0.01 -0.01
H 4.224142 -2.926486 4.286856 -0.03 0.01 -0.01
H 3.510432 -4.313337 2.376629 -0.02 0.02 0.02
H 1.832506 -3.464858 0.774070 -0.01 -0.02 -0.03
O -0.672885 -3.413042 0.065412 -0.22 -0.20 0.12
S -1.790760 -3.046865 0.940008 -0.05 -0.46 0.24
O -2.209572 -4.056120 1.875366 -0.10 0.10 -0.01
O -1.578049 -1.706598 1.548462 0.07 -0.29 0.02
C -3.113426 -2.804477 -0.220442 0.08 0.06 -0.19
C -4.268450 -3.563904 -0.111207 0.05 0.07 0.01
C -5.238803 -3.477522 -1.096837 -0.02 0.03 -0.02
C -5.044223 -2.641314 -2.187610 -0.06 -0.02 -0.02
C -3.895745 -1.871577 -2.282431 0.07 0.06 0.04
C -2.911219 -1.939631 -1.300169 0.01 -0.01 0.24
P -1.387663 -0.898974 -1.464719 -0.19 -0.29 -0.33
C -0.693040 -1.582688 -3.006963 -0.04 0.18 -0.04
C -0.774309 -2.953054 -3.243169 0.02 -0.01 0.00
C -0.190830 -3.501146 -4.376673 0.00 0.01 0.02
C 0.464825 -2.687466 -5.289644 -0.01 -0.01 0.01
C 0.574034 -1.325762 -5.046414 0.01 0.02 0.01
C 0.016464 -0.779485 -3.899952 0.02 -0.06 0.04
C -2.209035 0.678893 -1.913786 0.02 0.03 0.23
C -2.407034 1.195769 -3.189808 -0.04 0.00 0.02
C -3.142333 2.364484 -3.363435 0.03 0.00 0.02
C -3.695016 3.016437 -2.271491 0.02 -0.01 -0.01
C -3.503230 2.506002 -0.992774 0.01 -0.01 0.00
C -2.759262 1.350952 -0.816197 0.01 -0.03 -0.04
H -4.373761 -4.220943 0.742025 0.00 0.00 -0.03
H -6.142361 -4.069193 -1.019973 0.02 0.00 -0.01
H -5.789817 -2.587662 -2.971071 0.00 0.01 0.02
H -3.759583 -1.218307 -3.136266 -0.02 0.00 0.01
H -1.271236 -3.593123 -2.524883 -0.01 0.00 -0.02
H -0.247594 -4.569058 -4.544045 -0.02 0.01 0.00
H 0.897595 -3.115113 -6.185344 0.02 0.00 0.02
H 1.103742 -0.689758 -5.745608 0.00 -0.01 0.02
H 0.150560 0.273196 -3.684364 0.00 0.01 -0.04
H -2.012012 0.684814 -4.057154 -0.01 -0.01 0.00
H -3.290749 2.759685 -4.360859 -0.01 -0.02 0.01
H -4.281267 3.915066 -2.415870 0.02 0.00 0.01
H -3.938049 3.005851 -0.136323 0.02 -0.01 0.01
H -2.602483 0.946872 0.180686 -0.02 0.02 0.01
N 4.261698 -0.729578 0.133539 -0.02 1.07 -0.07
C 3.550478 -0.170649 -0.948915 -0.16 -3.46 -0.30
N 4.311278 -0.268963 -2.151052 -0.08 0.61 0.26
S 1.969541 -0.963168 -1.254991 0.10 0.70 0.01
H 5.173041 -0.315670 0.290653 0.06 -0.09 -0.01
H 3.725953 -0.787052 0.990815 -0.05 -0.13 -0.01
H 5.042657 0.424283 -2.243270 0.09 -0.07 0.01
H 3.713074 -0.275852 -2.966388 -0.03 0.06 0.01
```
Forces are in eV/Å.

Summary:
Total energy: -95918.7140 eV
LUMO (alpha / beta): -1.78 / -1.78 eV
Energy relative to the best compared isomer or geometry (same formula, charge and spin): 293.37 kJ/mol
Gap between HOMO and LUMO (alpha / beta): 5.34 / 5.34 eV
Spin multiplicity: 1

---

Molecular formula: C43H38GeN10O2SSbV
Method: DFT, ωB97M-V/def2-TZVPD

XYZ file:
```
97
Properties=species:S:1:pos:R:3:forces:R:3
V -1.629208 0.557363 0.548322 1.01 -0.32 0.52
N -4.755467 1.360346 1.241917 0.19 -0.04 0.02
C -3.898512 2.411181 1.015479 0.15 0.02 -0.13
N -4.251724 3.676382 1.178435 -0.12 0.06 0.14
N -3.158222 4.377351 0.858352 0.08 -0.04 -0.24
N -2.211845 3.587245 0.501517 -0.24 -0.25 0.31
N -2.626676 2.289949 0.604486 -0.88 1.69 0.05
C -4.528850 0.104893 0.717160 0.19 -0.07 -0.23
N -5.411235 -0.867911 0.652202 -0.15 -0.08 -0.02
N -4.736932 -1.890462 0.069784 0.17 0.17 0.03
N -3.523567 -1.545349 -0.191452 -0.32 0.01 0.10
N -3.348163 -0.255944 0.205403 -1.78 -1.09 -0.30
H -5.692392 1.594728 1.512627 -0.08 0.00 -0.01
C 2.105065 0.555272 1.082005 0.10 0.03 0.04
C 0.919261 0.810655 0.290173 0.25 0.20 -0.27
N 0.051289 1.012170 -0.450479 1.15 0.24 -0.79
H 1.836922 0.520036 2.136611 -0.02 0.01 0.00
H 2.813810 1.370853 0.926054 -0.06 0.00 0.00
H 2.543100 -0.394541 0.774656 -0.03 -0.04 0.01
S 0.731852 3.659554 1.678695 -0.07 0.02 0.05
Sb 0.207450 4.192150 -0.474007 0.36 0.25 -0.37
C 2.195403 3.832029 -1.304340 -0.20 -0.26 -0.09
C 3.261069 4.301715 -0.534668 0.02 0.04 -0.01
C 4.570518 3.947410 -0.829801 -0.03 -0.03 -0.09
C 4.840338 3.097785 -1.898554 -0.04 0.04 0.03
C 3.793842 2.634895 -2.682219 0.02 0.01 0.00
C 2.483745 3.006489 -2.390536 -0.02 0.11 -0.03
C 0.260989 6.325610 -0.634878 -0.12 -0.02 0.06
C -0.135614 7.015159 -1.778658 0.12 -0.01 0.04
C 0.038038 8.391570 -1.860908 0.02 -0.02 0.03
C 0.624686 9.084702 -0.810271 0.00 -0.06 0.01
C 1.027234 8.400160 0.329244 -0.01 0.04 -0.07
C 0.838924 7.027116 0.419406 -0.10 -0.03 0.07
C -1.114082 3.758931 -2.138127 0.20 -0.15 0.33
C -0.913441 2.742458 -3.062972 -0.04 0.03 0.04
C -1.837700 2.527694 -4.080721 0.01 0.05 0.00
C -2.962995 3.329144 -4.179803 0.02 0.01 0.00
C -3.169683 4.342923 -3.252157 0.03 -0.01 -0.03
C -2.254821 4.552849 -2.232395 0.00 0.00 -0.02
H 3.061995 4.935682 0.321920 0.01 -0.07 0.02
H 5.381378 4.318796 -0.213856 -0.02 0.01 -0.02
H 5.860358 2.803056 -2.118363 -0.04 0.01 0.01
H 3.990031 1.973094 -3.519358 -0.01 0.05 0.03
H 1.690642 2.649762 -3.034795 0.14 0.01 0.08
H -0.569243 6.485470 -2.616676 -0.03 -0.01 -0.01
H -0.285449 8.923185 -2.748051 0.02 -0.02 0.00
H 0.768304 10.156360 -0.881528 -0.01 -0.02 0.01
H 1.485637 8.938404 1.150318 -0.02 -0.02 0.00
H 1.122313 6.490803 1.320494 0.00 0.01 -0.04
H -0.065267 2.082306 -2.986540 -0.06 -0.10 0.07
H -1.677740 1.721591 -4.785816 0.00 0.00 0.02
H -3.686103 3.155746 -4.967600 0.01 0.00 0.03
H -4.056697 4.960961 -3.308493 0.00 0.00 0.01
H -2.456405 5.311678 -1.487689 -0.01 0.01 -0.01
O -1.802302 -0.075955 2.517245 0.35 -0.18 0.25
C -1.059427 -1.067719 2.270302 0.01 -0.17 0.09
O -0.610822 -1.246126 1.097322 0.08 -0.25 0.41
C -0.703833 -2.039833 3.375314 0.13 -0.22 -0.29
C 0.508580 -2.935050 3.077877 -0.24 0.64 -0.63
Ge 0.483920 -4.051227 1.418683 -0.02 -0.57 0.36
C 2.341014 -4.705855 1.244336 -0.05 -0.03 0.01
C 3.444078 -3.971270 1.676867 -0.05 -0.03 0.05
C 4.742230 -4.421743 1.458681 -0.02 -0.03 -0.02
C 4.955483 -5.629331 0.809109 -0.03 0.02 0.01
C 3.868311 -6.376435 0.369649 -0.02 0.01 0.01
C 2.576758 -5.911736 0.577526 0.02 0.07 0.02
C -0.653639 -5.528932 2.078116 0.05 0.03 -0.02
C -2.044857 -5.380631 2.065786 0.06 0.00 0.01
C -2.870773 -6.331458 2.653592 0.01 0.01 -0.01
C -2.318064 -7.448850 3.266229 0.04 0.01 -0.02
C -0.938536 -7.608033 3.294485 0.00 0.02 -0.02
C -0.115610 -6.652101 2.709179 -0.05 0.05 -0.05
C -0.023595 -3.737815 -0.451122 -0.08 0.36 0.28
C 0.637951 -2.768272 -1.205522 -0.05 -0.08 -0.02
C 0.269670 -2.520275 -2.517290 0.06 0.01 -0.02
C -0.757118 -3.253574 -3.102595 0.00 0.00 0.05
C -1.396216 -4.242601 -2.373838 -0.02 0.01 0.00
C -1.035715 -4.478930 -1.051055 0.07 0.01 -0.03
H -1.590846 -2.657647 3.543870 -0.04 0.07 0.08
H -0.539925 -1.439247 4.270644 -0.09 -0.09 0.11
H 0.601191 -3.686485 3.863089 0.11 -0.04 -0.01
H 1.412616 -2.319790 3.084737 0.00 -0.06 0.01
H 3.291544 -3.032509 2.201272 0.05 -0.04 -0.03
H 5.585685 -3.830463 1.795929 -0.02 -0.01 0.00
H 5.964917 -5.986554 0.642197 -0.03 0.01 0.00
H 4.029911 -7.319060 -0.140602 -0.01 0.02 0.00
H 1.731903 -6.489155 0.212303 0.06 -0.01 0.00
H -2.490919 -4.511569 1.588503 -0.04 -0.03 0.03
H -3.945992 -6.196820 2.633715 0.03 0.00 -0.01
H -2.960983 -8.193130 3.721510 0.02 0.02 -0.01
H -0.501880 -8.476045 3.775885 -0.01 0.02 -0.01
H 0.962285 -6.778943 2.744891 -0.04 -0.04 0.01
H 1.447424 -2.198526 -0.761185 -0.05 0.06 0.00
H 0.777645 -1.747706 -3.084319 -0.02 -0.02 0.02
H -1.064406 -3.043107 -4.119843 0.02 -0.02 0.00
H -2.197967 -4.817041 -2.823151 0.02 0.03 0.03
H -1.555837 -5.243948 -0.487903 -0.01 0.03 -0.04
```
Forces are in eV/Å.

Summary:
Total energy: -163781.6250 eV
LUMO (alpha / beta): 2.15 / 2.15 eV
Energy relative to the best compared isomer or geometry (same formula, charge and spin): 98.86 kJ/mol
Charge: -1
Gap between HOMO and LUMO (alpha / beta): 6.42 / 7.51 eV
Expectation value of S²: 3.760
Spin multiplicity: 4

---

Molecular formula: C24H39As3F5NO9P2W
Method: DFT, ωB97M-V/def2-TZVPD

XYZ file:
```
84
Properties=species:S:1:pos:R:3:forces:R:3
W 0.118608 0.445171 0.643132 -0.05 0.04 -0.05
C 0.564946 -0.314180 5.582788 0.01 0.01 -0.01
C -0.483722 -0.445553 4.485271 -0.03 0.00 0.02
O -1.723487 -0.862460 5.082678 0.02 0.00 -0.01
P -0.867339 1.183694 3.740693 -0.06 0.00 0.03
O -2.078042 1.717589 4.595846 -0.03 -0.03 -0.03
O 0.280930 2.233473 3.989546 -0.02 0.01 -0.02
O -1.165262 1.132434 2.271754 -0.06 -0.10 -0.05
P 0.082589 -1.693315 3.230101 0.11 0.01 -0.06
O -1.379118 -2.179716 2.684698 0.00 -0.03 0.02
O 0.796238 -2.804617 3.859832 0.00 0.00 0.01
O 0.743703 -0.903118 2.105860 0.00 -0.01 -0.02
H 0.230348 0.380816 6.356343 0.00 0.00 0.00
H 1.516059 0.027436 5.171967 0.00 0.00 0.00
H 0.717809 -1.293909 6.030239 0.00 0.00 0.00
H -2.155956 -1.473627 4.468172 0.00 0.00 0.00
H -2.519190 0.967519 5.039937 0.01 0.00 0.01
H 0.374363 2.535092 4.903212 0.02 -0.01 0.00
H -1.442206 -3.134148 2.835230 0.00 0.00 -0.01
C 1.329081 1.658521 -2.765209 -0.01 0.02 0.02
As 1.619243 0.236538 -1.477790 0.03 -0.07 0.05
C 3.537855 0.366186 -1.268502 0.01 -0.02 -0.01
C 1.469524 -1.465124 -2.419538 -0.01 -0.01 -0.01
C 0.175377 -1.800356 -3.196974 0.02 -0.01 -0.02
C 0.287807 -1.221843 -4.611706 0.01 -0.01 0.01
C -1.085574 -1.195259 -2.554496 0.03 0.01 -0.02
As -1.405619 -1.326665 -0.628353 0.01 0.13 0.13
C -1.509682 -3.231910 -0.264834 0.01 0.00 0.00
C -3.295890 -0.881390 -0.641763 0.00 0.00 0.03
C 0.117106 -3.339466 -3.252822 0.04 0.01 -0.01
As -1.172482 -4.471577 -4.271067 -0.05 -0.01 0.02
C -2.720641 -3.338503 -4.711002 0.00 0.01 0.02
C -0.339118 -4.419061 -6.044893 0.01 0.00 0.02
H 1.943120 1.493575 -3.648974 0.00 0.00 0.00
H 1.628960 2.589277 -2.284426 0.00 0.00 0.00
H 0.280154 1.735583 -3.039121 0.00 0.00 0.00
H 3.993677 0.456089 -2.253569 0.00 0.00 -0.01
H 3.915763 -0.517795 -0.761419 0.00 0.01 0.00
H 3.773359 1.246161 -0.672320 0.00 0.00 -0.01
H 1.623565 -2.191604 -1.614875 0.00 -0.01 0.00
H 2.326885 -1.557940 -3.090170 0.00 0.00 0.01
H 0.461070 -0.145294 -4.583491 0.00 0.00 -0.01
H -0.625856 -1.395089 -5.178569 0.01 -0.01 -0.01
H 1.114416 -1.686437 -5.152446 0.01 0.00 0.00
H -1.968105 -1.604558 -3.041011 -0.04 -0.02 -0.04
H -1.104662 -0.114616 -2.735091 0.00 -0.01 0.00
H -1.864473 -3.756909 -1.151015 -0.01 0.01 0.02
H -2.222932 -3.375474 0.542333 0.00 0.00 0.02
H -0.540409 -3.625018 0.035611 0.00 -0.01 0.00
H -3.856302 -1.617820 -1.216619 0.00 0.00 0.00
H -3.420716 0.100465 -1.094913 -0.01 -0.02 -0.01
H -3.664205 -0.855588 0.382560 -0.01 0.01 0.00
H 0.071646 -3.725110 -2.233223 0.01 0.00 -0.03
H 1.076539 -3.695102 -3.644656 0.01 0.01 0.00
H -3.320650 -3.131254 -3.824830 0.00 -0.01 -0.01
H -3.334224 -3.934951 -5.386746 0.00 0.00 0.00
H -2.465564 -2.407342 -5.214386 -0.01 0.00 0.03
H 0.674974 -4.811423 -5.976146 0.00 0.00 0.00
H -0.313510 -3.420840 -6.476218 0.00 0.04 0.00
H -0.908670 -5.074187 -6.703021 0.00 0.00 0.00
O -0.887759 1.928086 -0.529262 0.02 0.08 -0.02
N -1.525713 2.955891 0.053105 -0.01 -0.05 -0.03
C -2.841309 3.080925 -0.180993 0.01 0.01 0.02
C -3.544262 4.131244 0.361054 -0.01 0.00 0.00
C -2.881839 5.056992 1.155157 0.01 -0.01 -0.01
C -1.524161 4.899832 1.376291 0.01 0.01 0.00
C -0.854046 3.835703 0.809521 0.03 -0.04 0.02
H -3.267634 2.313954 -0.807515 0.00 0.02 0.00
H -4.601873 4.213580 0.158379 0.00 0.00 0.00
H -3.418130 5.888067 1.591093 0.00 0.00 0.00
H -0.962875 5.593103 1.985771 0.00 0.00 0.00
H 0.195543 3.623793 0.950484 0.05 -0.03 0.00
F 5.880921 2.572386 4.422764 0.01 -0.01 0.00
C 4.809547 2.385674 3.655199 0.00 0.01 0.00
C 3.891741 3.408130 3.473688 0.00 -0.01 0.00
F 4.075512 4.582037 4.076886 -0.01 0.00 0.00
C 2.785457 3.206031 2.675019 -0.02 0.01 0.01
F 1.907665 4.215109 2.518653 0.01 -0.01 0.00
C 2.526608 1.991370 2.031666 -0.06 0.02 0.00
O 1.436303 1.881871 1.286915 0.08 0.06 -0.03
C 3.481473 0.989711 2.218897 -0.02 0.01 -0.03
F 3.347529 -0.187099 1.592128 -0.04 -0.02 0.04
C 4.599389 1.177994 3.017046 -0.01 0.00 0.00
F 5.479812 0.190142 3.156453 0.01 0.00 0.00
```
Forces are in eV/Å.

Summary:
Total energy: -261943.5319 eV
LUMO (alpha / beta): -2.89 / -2.91 eV
Energy relative to the best compared isomer or geometry (same formula, charge and spin): 0.00 kJ/mol
Charge: +1
Gap between HOMO and LUMO (alpha / beta): 7.12 / 7.77 eV
Expectation value of S²: 3.764
Spin multiplicity: 4